141
Properties=species:S:1:pos:R:3:mulliken_charge:R:1 method="wB97M-V/def2-TZVPD" charge=+1 orbital_gap_ev="5.631 / 6.152" mol_weight_g_mol=865.0 e_above_lowest_kj_mol=395.9 total_energy_ha=-4445.6998 s_squared=2.09 spin_multiplicity=3
O -0.248 3.239 -0.524 -0.4077
V -0.018 3.858 0.948 0.8513
O 4.541 3.508 2.614 -0.4598
V 3.166 2.688 2.493 0.7269
O 3.762 0.832 3.458 -0.9060
H 3.368 0.178 2.848 0.3013
C 3.701 6.529 1.370 -1.3693
C 2.795 5.576 0.647 -0.1211
O 2.132 4.578 1.380 -0.3074
H 4.675 6.085 1.575 0.2741
H 3.346 7.039 2.265 0.3264
H 3.961 7.308 0.653 0.4272
H 3.438 5.116 -0.104 -0.0017
H 2.022 6.183 0.177 0.3263
C -0.083 0.097 0.634 -0.4211
C 0.670 0.606 1.811 0.7572
O 1.015 1.995 1.809 0.7524
H -1.155 0.295 0.638 0.5600
H 0.096 -0.963 0.459 0.2744
H 0.186 0.650 -0.266 -0.3362
H 1.590 0.021 1.804 -0.8024
H 0.109 0.313 2.698 -0.1733
C -3.223 2.553 -5.504 -1.3222
C -2.739 2.972 -4.113 0.4508
C -1.231 2.659 -3.900 -0.1839
O -1.161 1.297 -4.168 -0.3311
C -0.074 0.623 -3.626 -0.2470
N -2.958 4.394 -4.027 -0.7214
H -3.071 1.477 -5.582 0.1085
H -2.584 2.998 -6.267 0.3675
H -4.259 2.806 -5.729 0.4793
H -3.355 2.502 -3.346 0.1312
H -0.924 2.891 -2.880 0.0124
H -0.681 3.209 -4.665 0.3477
H -0.110 -0.398 -4.007 0.3706
H -0.124 0.619 -2.537 -0.4383
H 0.870 1.149 -3.768 0.4564
H -3.965 4.468 -4.055 0.2891
H -2.544 4.803 -4.852 0.3153
C -6.431 0.852 3.113 -1.3299
C -5.518 0.600 4.354 0.2799
C -4.048 0.134 4.038 0.0637
O -3.345 -0.180 5.205 -0.4293
C -1.945 0.085 5.076 -0.3184
N -5.599 1.835 5.117 -0.7685
H -5.886 1.371 2.325 0.1076
H -7.303 1.484 3.279 0.4101
H -6.796 -0.087 2.697 0.3696
H -5.908 0.015 5.187 0.5482
H -3.533 0.856 3.404 -0.3429
H -4.010 -0.819 3.511 0.4608
H -1.456 -0.328 5.958 0.4069
H -1.772 1.150 4.918 -0.0753
H -1.477 -0.478 4.268 0.2628
H -4.865 1.795 5.810 0.2474
H -6.428 1.714 5.680 0.2918
C 3.526 -2.188 2.405 -0.9982
C 4.718 -2.649 3.251 0.1894
C 5.479 -3.683 2.552 -0.7748
O 6.631 -4.198 3.284 -0.3894
C 7.126 -5.454 2.694 -0.8189
N 5.644 -1.594 3.518 -0.5238
H 3.004 -3.035 1.958 0.4934
H 3.714 -1.533 1.554 -0.0543
H 2.823 -1.677 3.063 0.2913
H 4.249 -3.030 4.158 0.2685
H 5.789 -3.453 1.533 0.4538
H 4.785 -4.514 2.427 0.3733
H 7.894 -5.926 3.306 0.3027
H 7.205 -5.401 1.608 0.3162
H 6.257 -6.111 2.739 0.3386
H 5.825 -1.206 2.603 0.1831
H 6.496 -1.955 3.922 0.3299
C -4.972 -3.404 -4.423 -1.3952
C -4.836 -1.912 -4.009 0.7737
C -3.385 -1.765 -3.426 -0.7897
O -3.083 -2.347 -2.189 -0.4748
C -1.738 -2.177 -1.635 -0.0195
N -4.965 -1.045 -5.176 -0.6652
H -5.364 -3.901 -3.536 0.2880
H -3.982 -3.853 -4.499 0.3147
H -5.658 -3.413 -5.271 0.4748
H -5.488 -1.503 -3.237 0.3177
H -3.255 -0.695 -3.269 0.1553
H -2.676 -2.074 -4.194 0.3165
H -1.045 -2.761 -2.241 0.1753
H -1.657 -2.664 -0.663 0.3474
H -1.370 -1.155 -1.550 -0.2348
H -5.136 -1.532 -6.045 0.2374
H -4.134 -0.479 -5.272 0.1310
C -0.843 -6.496 -3.046 -1.3579
C 0.663 -6.238 -3.293 0.5769
C 1.487 -6.480 -2.004 -0.7999
O 0.835 -5.805 -0.882 -0.4562
C 1.328 -4.508 -0.678 -0.6471
N 1.252 -7.180 -4.303 -0.7624
H -1.192 -6.036 -2.121 0.3204
H -0.975 -7.568 -2.898 0.3734
H -1.497 -6.210 -3.869 0.3585
H 0.761 -5.206 -3.630 0.1748
H 2.547 -6.312 -2.196 0.3067
H 1.438 -7.553 -1.816 0.4930
H 2.372 -4.609 -0.384 0.4341
H 0.911 -3.694 -0.084 0.2370
H 1.426 -4.021 -1.648 0.1929
H 0.628 -7.116 -5.095 0.2706
H 1.121 -8.146 -4.041 0.2864
C -2.308 4.166 4.744 -1.3309
C -1.660 3.680 3.507 1.2369
C -2.763 3.638 2.422 -0.3323
O -2.161 3.190 1.229 -0.3686
C -3.059 2.533 0.379 -0.6593
N -0.604 4.578 3.048 -0.6617
H -2.905 5.072 4.636 0.4574
H -1.428 4.415 5.338 0.4802
H -2.957 3.332 5.008 0.1570
H -1.203 2.703 3.664 -0.4609
H -3.231 4.614 2.294 0.4574
H -3.485 2.857 2.661 -0.1150
H -2.469 2.148 -0.453 -0.0686
H -3.755 3.266 -0.028 0.3714
H -3.623 1.663 0.716 0.3692
H -0.861 5.495 3.384 0.2694
H 0.158 4.392 3.684 0.2771
C 5.037 2.902 -1.069 -1.7284
C 3.703 2.100 -0.735 1.0584
C 3.417 1.033 -1.713 -1.6336
O 2.417 0.211 -1.267 0.3902
C 2.436 -0.957 -2.049 -0.8537
N 3.988 1.652 0.663 0.2925
H 4.712 3.459 -1.948 0.4599
H 5.932 2.291 -1.185 0.4474
H 5.256 3.658 -0.316 0.3884
H 2.870 2.803 -0.774 -0.0774
H 4.317 0.421 -1.637 0.4564
H 3.264 1.271 -2.766 0.4067
H 2.796 -0.823 -3.069 0.5639
H 1.478 -1.472 -2.120 -0.2080
H 3.095 -1.709 -1.615 0.3900
H 4.918 1.292 0.500 0.3201
H 3.388 0.840 0.614 -0.2270



10
Properties=species:S:1:pos:R:3:mulliken_charge:R:1 method="wB97M-V/def2-TZVPD" orbital_gap_ev=9.524 mol_weight_g_mol=84.1 smiles=Oc1ccn[nH]1 e_above_lowest_kj_mol=105.5 total_energy_ha=-301.4470
O 0.938 -0.788 1.658 -0.5300
C 0.265 -0.293 0.593 0.4869
C -0.063 -0.782 -0.652 -0.4239
C -0.775 0.287 -1.246 -0.3487
N -0.866 1.341 -0.454 -0.7832
N -0.228 0.959 0.671 0.2697
H 0.814 -1.743 1.684 0.3333
H 0.193 -1.741 -1.080 0.3312
H -1.224 0.323 -2.231 0.4198
H -0.118 1.600 1.440 0.2449



41
Properties=species:S:1:pos:R:3:mulliken_charge:R:1 method="wB97M-V/def2-TZVPD" charge=+4 orbital_gap_ev="4.359 / 4.357" mol_weight_g_mol=551.1 total_energy_ha=-2412.4628
Al -1.679 0.774 -3.790 0.7006
Bi 2.569 1.248 -1.195 1.3412
Cl -2.259 -1.261 -4.060 -0.0798
Cl -1.903 2.674 -2.721 -0.1545
C 1.205 3.038 -1.810 0.2080
C 0.904 -0.017 -5.084 0.5543
C 0.272 1.196 -4.710 0.2980
O 1.077 4.080 -2.275 0.0651
O 1.810 -0.562 -5.636 0.0099
O 0.790 2.278 -5.000 -0.2584
C -0.590 2.517 1.106 -1.0768
C 0.047 1.237 1.672 0.4402
C -0.851 0.689 2.786 -1.5528
P 0.555 0.052 0.295 0.2133
C 1.825 -1.093 1.065 0.3545
C 1.652 -1.442 2.549 -1.6415
C 2.060 -2.344 0.195 -1.1828
C -0.974 -0.997 -0.026 0.9968
C -1.264 -2.107 0.989 -1.5172
C -2.231 -0.142 -0.244 -1.4958
H -1.631 2.349 0.799 0.2874
H -0.041 2.926 0.247 0.0685
H -0.605 3.273 1.905 0.4645
H 1.021 1.506 2.121 0.7042
H -1.873 0.495 2.434 0.2816
H -0.455 -0.205 3.275 0.3041
H -0.926 1.471 3.559 0.5155
H 2.743 -0.468 1.001 0.4995
H 0.745 -2.034 2.733 0.3142
H 2.512 -2.058 2.853 0.4996
H 1.655 -0.552 3.185 0.4279
H 2.449 -2.084 -0.795 0.2858
H 2.819 -2.968 0.687 0.4418
H 1.146 -2.941 0.074 0.2290
H -0.726 -1.475 -0.991 0.4937
H -1.513 -1.707 1.983 0.2629
H -2.149 -2.674 0.656 0.4888
H -0.456 -2.834 1.100 0.3795
H -2.046 0.803 -0.765 0.0599
H -2.940 -0.705 -0.866 0.5016
H -2.745 0.067 0.701 0.2675



11
Properties=species:S:1:pos:R:3:mulliken_charge:R:1 method="wB97M-V/def2-TZVPD" charge=-2 orbital_gap_ev=5.974 mol_weight_g_mol=192.0 smiles="O=[PH2]S1(=O)([O-])O[P@@]1(=O)[O-]" e_above_lowest_kj_mol=78.9 total_energy_ha=-1533.5987
O 1.131 -1.198 0.572 -0.6421
P 1.666 -0.308 -0.533 -0.0588
S -0.389 1.262 -0.284 0.6589
O 0.062 2.343 0.596 -0.5983
O -1.364 1.789 -1.237 -0.6115
O -1.538 0.311 0.958 -0.4052
P -1.454 -1.061 0.301 1.0398
O -1.924 -2.186 1.127 -0.7241
O -1.370 -1.133 -1.160 -0.5853
H 2.088 0.885 0.144 -0.0582
H 3.093 -0.704 -0.483 -0.0153



118
Properties=species:S:1:pos:R:3:mulliken_charge:R:1 method="wB97M-V/def2-TZVPD" orbital_gap_ev=7.021 mol_weight_g_mol=1192.2 total_energy_ha=-4726.0190
Pb -0.199 0.779 0.367 2.5927
C -4.401 2.107 1.170 -1.4898
C -4.307 2.062 -0.362 0.2818
C -3.955 3.438 -0.941 -1.6262
P -2.993 0.854 -0.845 0.9097
C -3.204 0.663 -2.691 0.7403
C -2.375 1.673 -3.489 -1.5943
C -4.661 0.646 -3.147 -1.6622
C -3.730 -0.765 -0.361 0.7478
C -5.109 -0.895 -0.170 -0.6974
C -5.735 -2.122 -0.024 -1.0760
C -4.965 -3.271 -0.127 -0.9509
C -3.597 -3.178 -0.277 0.1742
C -2.917 -1.936 -0.326 -1.4450
N -1.521 -1.912 -0.375 0.6399
C -0.895 -2.898 0.334 -0.5772
C -1.388 -3.325 1.610 0.1057
C -0.751 -4.246 2.394 -0.9823
C 0.446 -4.850 1.974 -1.1944
C 0.957 -4.488 0.759 -1.4803
C 0.311 -3.542 -0.076 1.0415
P 1.182 -3.244 -1.588 1.1942
C 1.690 -4.890 -2.225 0.5973
C 2.867 -4.893 -3.204 -1.7248
C 0.473 -5.637 -2.790 -1.6828
C 2.534 -2.046 -1.382 2.4081
C 3.158 -1.569 -2.699 -1.6659
C 3.589 -2.623 -0.429 -1.2471
H -5.174 2.816 1.480 0.5721
H -3.452 2.431 1.607 0.1254
H -4.635 1.132 1.597 0.3107
H -5.263 1.736 -0.775 0.7131
H -2.896 3.669 -0.796 0.0957
H -4.551 4.218 -0.456 0.4811
H -4.147 3.485 -2.014 0.2651
H -2.797 -0.331 -2.842 0.3132
H -2.891 2.634 -3.575 0.2779
H -2.195 1.303 -4.505 0.4930
H -1.415 1.865 -3.016 0.0594
H -5.103 1.646 -3.106 0.2725
H -5.270 -0.034 -2.548 0.3865
H -4.712 0.305 -4.187 0.4599
H -5.723 -0.003 -0.141 0.1949
H -6.805 -2.177 0.137 0.4255
H -5.435 -4.249 -0.088 0.3814
H -3.014 -4.088 -0.350 0.5055
H -2.292 -2.854 1.970 0.5021
H -1.174 -4.506 3.360 0.3790
H 0.940 -5.598 2.584 0.4208
H 1.859 -4.983 0.418 0.2945
H 1.998 -5.406 -1.318 0.6779
H 2.661 -4.294 -4.088 0.3143
H 3.033 -5.922 -3.532 0.4893
H 3.791 -4.539 -2.746 0.2816
H 0.302 -5.367 -3.830 0.3768
H -0.441 -5.446 -2.226 0.2824
H 0.670 -6.709 -2.747 0.4739
H 2.039 -1.212 -0.872 -1.3524
H 3.593 -2.388 -3.271 0.2666
H 3.962 -0.873 -2.451 0.4877
H 2.453 -1.029 -3.326 0.3195
H 4.197 -3.387 -0.918 0.2788
H 3.151 -3.039 0.478 0.2497
H 4.247 -1.814 -0.116 0.2673
C 1.349 -1.937 4.134 -1.0050
N 1.287 -0.491 4.278 0.2978
C 2.187 0.295 4.983 -0.8163
C 1.817 1.569 4.822 -0.4564
N 0.691 1.565 3.996 0.8909
C 0.352 0.275 3.684 -0.1510
S -0.997 -0.316 2.853 -0.4360
C 0.029 2.748 3.558 -0.3736
C -0.046 3.834 4.412 -1.1015
C -0.682 4.978 3.958 -0.7835
C -1.219 4.991 2.684 -1.2258
C -1.084 3.856 1.905 -0.5288
N -0.472 2.747 2.334 1.2310
H 1.978 -2.339 4.924 0.2866
H 1.757 -2.199 3.158 0.1468
H 0.347 -2.348 4.206 0.5344
H 3.021 -0.127 5.516 0.4580
H 2.284 2.481 5.152 0.4586
H 0.370 3.784 5.410 0.5929
H -0.752 5.847 4.599 0.4151
H -1.712 5.868 2.284 0.5579
H -1.423 3.834 0.876 0.4160
F 0.049 -1.196 -2.865 -0.0051
C 0.165 -2.516 -2.994 0.3645
F 0.879 -2.744 -4.134 -0.2686
F -1.029 -3.086 -3.168 -0.2470
F 1.709 1.934 -2.601 0.0858
C 1.328 3.194 -2.900 -0.2072
F 2.415 3.872 -3.321 -0.3129
F 0.478 3.113 -3.944 -0.2912
C 0.627 3.832 -1.640 0.8082
O -0.176 2.957 -1.033 0.2662
C -0.203 5.078 -2.134 0.1977
F -1.317 4.672 -2.767 -0.1741
F -0.600 5.796 -1.053 -0.2702
F 0.450 5.910 -2.967 -0.2894
C 1.776 4.362 -0.688 0.1124
F 1.298 4.482 0.562 -0.2492
F 2.292 5.559 -1.032 -0.3218
F 2.793 3.474 -0.634 -0.3621
C 3.462 2.520 2.263 -0.8350
Si 3.567 0.882 1.303 1.3057
C 4.748 1.275 -0.124 -1.5233
C 4.523 -0.346 2.410 -1.3870
O 2.155 0.255 0.851 -0.4263
H 3.856 2.431 3.281 0.4647
H 2.431 2.887 2.320 -0.1740
H 4.044 3.295 1.752 0.5096
H 5.540 1.951 0.225 0.5018
H 4.212 1.783 -0.937 0.1328
H 5.242 0.388 -0.534 0.4415
H 4.763 0.086 3.391 0.4426
H 5.475 -0.636 1.945 0.4494
H 3.944 -1.264 2.573 0.1742



18
Properties=species:S:1:pos:R:3:mulliken_charge:R:1 method="wB97M-V/def2-TZVPD" orbital_gap_ev="5.428 / 8.514" mol_weight_g_mol=118.1 e_above_lowest_kj_mol=114.5 total_energy_ha=-422.0078 s_squared=2.01 spin_multiplicity=3
C -1.412 -0.231 0.111 1.0566
C -2.475 0.643 -0.206 -1.3450
C 1.967 0.858 -0.014 -0.9276
C -0.619 -0.188 1.147 -1.3505
C 2.120 -0.609 -0.156 0.5897
O -1.218 -1.243 -0.822 -0.6121
O 2.895 -1.226 0.557 -0.5707
O 1.594 -1.217 -1.227 -0.5126
H -2.457 1.212 -1.102 0.3246
H -3.442 0.135 -0.363 0.3421
H -2.623 1.404 0.548 0.3358
H 2.840 1.244 -0.292 0.3927
H 1.155 1.423 -0.343 0.3990
H 1.862 1.087 1.092 0.2578
H -0.501 0.535 2.050 0.2535
H 0.109 -0.933 1.431 0.5710
H -0.617 -1.958 -0.631 0.4036
H 0.821 -0.935 -1.778 0.3920